Record 1
130
Properties=species:S:1:pos:R:3 method="wB97M-V/def2-TZVPD" orbital_gap_ev="7.24 / 3.38" e_homo_ev="-9.085 / -8.940" charge=+1 fmax_ev_per_a=1.26 lumo_ev="-1.85 / -5.56" multiplicity=4 s_squared=3.78 e_tot_ev=-173584.9162
Co -0.62 0.46 0.52
C 0.91 0.17 6.62
C 1.23 1.57 6.08
C 1.81 2.43 7.20
C 2.21 1.43 4.92
C 3.59 1.53 5.06
C 4.44 1.30 4.00
C 3.92 0.92 2.77
C 2.55 0.79 2.58
P 1.86 0.04 1.05
C 3.23 0.45 -0.09
C 3.32 1.78 -0.49
C 4.48 2.24 -1.09
C 5.53 1.37 -1.34
C 5.41 0.03 -1.00
C 4.26 -0.43 -0.37
C 2.10 -1.74 1.43
C 1.67 -2.67 0.49
C 1.85 -4.03 0.70
C 2.48 -4.47 1.85
C 2.90 -3.55 2.81
C 2.72 -2.19 2.60
C 1.73 1.09 3.66
O 0.36 1.02 3.45
C -0.41 1.87 4.21
C -1.54 2.41 3.61
C -2.36 3.25 4.36
C -2.04 3.54 5.67
C -0.89 3.02 6.23
C -0.04 2.18 5.51
P -1.87 2.17 1.83
C -1.47 3.85 1.22
C -0.13 4.07 0.90
C 0.31 5.34 0.57
C -0.59 6.40 0.53
C -1.92 6.18 0.84
C -2.36 4.91 1.19
C -3.68 2.01 1.81
C -4.43 2.50 0.74
C -5.80 2.27 0.68
C -6.42 1.54 1.68
C -5.68 1.03 2.73
C -4.31 1.27 2.80
H 1.82 -0.31 6.98
H 0.47 -0.46 5.85
H 0.21 0.24 7.45
H 2.69 1.95 7.63
H 1.10 2.53 8.02
H 2.09 3.42 6.85
H 4.01 1.80 6.02
H 5.51 1.40 4.12
H 4.60 0.70 1.95
H 2.51 2.47 -0.29
H 4.56 3.28 -1.39
H 6.43 1.72 -1.82
H 6.22 -0.66 -1.21
H 4.19 -1.47 -0.07
H 1.16 -2.35 -0.42
H 1.49 -4.73 -0.04
H 2.63 -5.53 2.02
H 3.38 -3.89 3.71
H 3.06 -1.50 3.36
H -3.24 3.69 3.91
H -2.68 4.20 6.25
H -0.64 3.28 7.25
H 0.58 3.25 0.93
H 1.36 5.51 0.34
H -0.25 7.39 0.27
H -2.62 7.01 0.83
H -3.40 4.77 1.46
H -3.95 3.04 -0.06
H -6.37 2.66 -0.15
H -7.49 1.36 1.63
H -6.16 0.45 3.51
H -3.74 0.87 3.63
N -1.11 -1.35 1.66
N -2.47 -1.71 1.76
C -3.27 -1.40 0.71
N -4.41 -2.09 0.63
S -2.89 -0.20 -0.38
H -0.63 -2.11 1.14
H -0.73 -1.29 2.60
H -2.61 -2.64 2.14
H -4.50 -2.99 1.07
H -5.02 -1.90 -0.15
C -2.94 2.37 -3.45
C -1.47 2.82 -3.28
C -0.64 2.40 -4.49
C -1.39 4.33 -3.04
C -0.93 2.14 -2.10
N -0.47 1.59 -1.20
H -3.24 2.56 -4.48
H -3.60 2.93 -2.78
H -3.06 1.30 -3.26
H -1.02 2.91 -5.37
H -0.69 1.32 -4.66
H 0.41 2.66 -4.36
H -1.79 4.84 -3.91
H -0.35 4.65 -2.89
H -1.96 4.62 -2.16
Te 1.69 -0.94 -2.91
C 3.57 -0.35 -3.75
C 4.54 -1.33 -3.98
C 5.75 -0.99 -4.56
C 6.02 0.32 -4.91
C 5.06 1.30 -4.69
C 3.85 0.96 -4.10
C 0.92 -1.11 -4.88
C 0.98 -0.05 -5.78
C 0.49 -0.19 -7.07
C -0.06 -1.40 -7.48
C -0.13 -2.46 -6.59
C 0.37 -2.32 -5.30
H 4.33 -2.36 -3.72
H 6.50 -1.76 -4.74
H 6.96 0.58 -5.37
H 5.26 2.33 -4.97
H 3.11 1.74 -3.91
H 1.42 0.89 -5.48
H 0.55 0.64 -7.76
H -0.45 -1.51 -8.48
H -0.56 -3.41 -6.89
H 0.32 -3.15 -4.61
Cl -1.11 -5.03 -3.01
C -2.11 -3.71 -2.36
Cl -2.75 -2.69 -3.66
C -1.28 -2.93 -1.32
O -1.35 -3.41 -0.17
O -0.61 -1.96 -1.70
H -2.96 -4.17 -1.86

Record 2
143
Properties=species:S:1:pos:R:3 method="wB97M-V/def2-TZVPD" orbital_gap_ev=6.77 e_homo_ev=-8.619 fmax_ev_per_a=3.09 lumo_ev=-1.85 e_tot_ev=-263519.6917
C -2.79 6.32 1.12
N -3.52 5.05 1.08
C -2.85 4.01 0.29
C -2.48 2.73 1.07
P -3.44 2.77 2.71
N -4.98 2.82 2.44
O -3.00 3.91 3.71
O -3.18 1.49 3.62
C -3.22 1.50 0.51
O -4.21 1.42 -0.18
O -2.57 0.41 0.99
C -1.17 0.66 1.24
C -0.53 -0.41 0.33
I -0.47 -0.05 3.18
C -1.00 2.15 0.85
C -0.74 2.44 -0.67
C 0.30 1.64 -1.48
C 0.72 2.49 -2.69
C 1.62 1.73 -3.65
C 2.83 1.12 -2.95
O 4.00 1.44 -3.72
C 5.18 1.00 -3.17
C 5.52 1.57 -1.81
O 5.89 0.22 -3.78
C -0.05 3.15 1.58
Br 1.84 2.96 1.03
C -0.06 3.32 3.15
C -0.10 4.81 3.53
Br 1.61 2.66 4.01
H -1.72 6.15 1.25
H -2.97 6.91 0.23
H -3.11 6.92 1.97
H -4.45 5.23 0.74
H -1.99 4.50 -0.14
H -3.48 3.74 -0.55
H -5.22 2.90 1.46
H -2.77 4.73 3.27
H -3.74 0.79 3.24
H 0.54 -0.22 0.26
H -0.65 -1.37 0.80
H -0.99 -0.41 -0.65
H -1.66 2.36 -1.25
H -0.45 3.48 -0.78
H -0.18 0.76 -1.90
H 1.15 1.27 -0.93
H -0.19 2.77 -3.21
H 1.23 3.39 -2.33
H 1.09 0.97 -4.22
H 2.02 2.44 -4.38
H 2.73 0.04 -2.90
H 2.92 1.56 -1.96
H 6.47 1.18 -1.49
H 4.75 1.30 -1.10
H 5.59 2.65 -1.91
H -0.29 4.12 1.20
H -0.81 2.75 3.68
H -0.20 5.46 2.66
H -0.90 5.02 4.23
H 0.81 5.12 4.03
C -6.58 -1.67 -0.66
C -5.81 -1.12 0.28
C -6.19 -1.14 1.71
O -5.47 -0.64 2.55
C -7.47 -1.80 2.07
C -8.24 -2.35 1.14
C -7.86 -2.33 -0.30
O -8.56 -2.84 -1.14
H -6.32 -1.67 -1.71
H -4.87 -0.64 0.05
H -7.73 -1.81 3.12
H -9.18 -2.83 1.38
C -1.46 -2.59 -3.13
C -1.81 -3.83 -3.49
C -0.79 -4.82 -3.91
O -1.11 -5.94 -4.24
C 0.63 -4.40 -3.90
C 0.98 -3.17 -3.53
C -0.04 -2.18 -3.13
O 0.29 -1.05 -2.80
H -2.19 -1.85 -2.83
H -2.84 -4.16 -3.50
H 1.36 -5.14 -4.20
H 2.01 -2.84 -3.52
C 0.87 -3.35 -7.24
C 0.22 -2.75 -8.23
C 0.96 -1.94 -9.24
O 0.37 -1.39 -10.15
C 2.43 -1.83 -9.10
C 3.07 -2.43 -8.10
C 2.34 -3.24 -7.09
O 2.93 -3.79 -6.18
H 0.36 -3.94 -6.49
H -0.85 -2.82 -8.36
H 2.94 -1.24 -9.84
H 4.14 -2.36 -7.97
C -11.60 -5.73 3.26
C -11.87 -7.02 3.07
C -10.81 -7.97 2.64
O -11.05 -9.15 2.47
C -9.44 -7.43 2.44
C -9.17 -6.14 2.64
C -10.23 -5.19 3.06
O -9.99 -4.02 3.24
H -12.35 -5.02 3.57
H -12.85 -7.44 3.21
H -8.68 -8.14 2.13
H -8.18 -5.72 2.49
C 7.76 0.95 3.08
C 7.07 1.48 2.07
C 7.73 2.34 1.06
O 7.10 2.82 0.14
C 9.19 2.58 1.20
C 9.88 2.05 2.20
C 9.22 1.19 3.22
O 9.85 0.70 4.13
H 7.31 0.32 3.83
H 6.01 1.32 1.95
H 9.64 3.21 0.45
H 10.94 2.21 2.32
C 4.88 -4.87 -0.58
C 5.40 -5.98 -0.06
C 4.70 -7.29 -0.19
O 5.16 -8.30 0.28
C 3.41 -7.30 -0.93
C 2.90 -6.19 -1.45
C 3.60 -4.88 -1.32
O 3.14 -3.86 -1.79
H 5.37 -3.91 -0.49
H 6.33 -5.99 0.48
H 2.92 -8.26 -1.02
H 1.96 -6.18 -1.99
C 5.99 7.18 6.06
C 6.34 5.98 6.53
C 5.50 4.78 6.27
O 5.82 3.69 6.70
C 4.27 4.97 5.47
C 3.92 6.16 5.01
C 4.75 7.36 5.26
O 4.44 8.45 4.83
H 6.58 8.07 6.24
H 7.24 5.83 7.12
H 3.67 4.08 5.29
H 3.02 6.32 4.42

Record 3
134
Properties=species:S:1:pos:R:3 method="wB97M-V/def2-TZVPD" orbital_gap_ev="5.04 / 5.60" e_homo_ev="-4.211 / -5.576" charge=-1 fmax_ev_per_a=1.60 lumo_ev="0.83 / 0.02" multiplicity=4 s_squared=3.82 e_tot_ev=-118087.4937
Tc -1.13 0.19 0.62
N -0.33 -0.32 5.04
C -0.68 -0.43 3.73
S 0.56 -0.41 2.55
N -1.94 -0.63 3.45
N -2.24 -0.65 2.13
C -3.28 -1.35 1.81
C -3.57 -1.48 0.43
C -4.71 -2.12 -0.04
C -5.00 -2.13 -1.38
C -4.10 -1.49 -2.24
C -2.95 -0.95 -1.71
N -2.64 -0.93 -0.41
H 0.60 0.01 5.22
H -1.05 -0.08 5.70
H -3.86 -1.85 2.58
H -5.36 -2.59 0.69
H -5.89 -2.60 -1.77
H -4.27 -1.46 -3.30
H -2.22 -0.55 -2.39
C 0.36 -5.24 -3.66
C -0.74 -4.88 -2.65
C -1.25 -3.49 -2.92
C -0.32 -5.21 -1.22
C -0.46 -6.57 -0.93
C 0.00 -7.14 0.23
C 0.68 -6.34 1.12
C 0.81 -4.97 0.92
C 1.68 -4.23 1.90
C 3.15 -4.67 1.77
C 1.21 -4.43 3.34
C 0.25 -4.35 -0.23
N 0.23 -2.94 -0.36
C 1.16 -2.34 -1.04
C 1.25 -0.92 -1.43
N 0.59 0.19 -0.98
C 1.11 1.42 -1.49
C 0.37 2.06 -2.52
C 0.73 3.32 -2.97
C 1.83 3.98 -2.44
C 2.61 3.30 -1.52
C 2.32 2.02 -1.05
C 3.47 1.49 -0.18
C 4.66 1.07 -1.07
C 3.21 0.39 0.83
C -0.76 1.35 -3.22
C -0.27 0.69 -4.52
C -1.94 2.26 -3.55
C 2.31 -0.85 -2.46
C 2.79 0.12 -3.32
C 3.81 -0.21 -4.24
C 4.40 -1.44 -4.30
C 3.96 -2.46 -3.42
C 4.47 -3.78 -3.31
C 3.91 -4.66 -2.42
C 2.80 -4.32 -1.62
C 2.30 -3.04 -1.69
C 2.91 -2.13 -2.56
H -0.08 -5.28 -4.66
H 0.81 -6.20 -3.44
H 1.14 -4.48 -3.67
H -1.58 -5.56 -2.86
H -0.47 -2.73 -2.85
H -2.02 -3.26 -2.20
H -1.68 -3.44 -3.92
H -0.92 -7.20 -1.68
H -0.14 -8.20 0.43
H 1.12 -6.79 2.00
H 1.64 -3.17 1.66
H 3.24 -5.75 1.94
H 3.76 -4.16 2.52
H 3.55 -4.44 0.79
H 1.36 -5.46 3.66
H 0.15 -4.20 3.44
H 1.76 -3.78 4.02
H 0.15 3.80 -3.75
H 2.09 4.98 -2.76
H 3.51 3.79 -1.16
H 3.80 2.36 0.39
H 4.54 0.06 -1.44
H 5.57 1.10 -0.47
H 4.79 1.74 -1.92
H 2.80 -0.51 0.38
H 2.54 0.74 1.61
H 4.16 0.12 1.30
H -1.07 0.56 -2.55
H 0.26 1.42 -5.14
H -1.12 0.31 -5.09
H 0.41 -0.14 -4.32
H -1.76 2.83 -4.46
H -2.14 2.96 -2.74
H -2.85 1.67 -3.72
H 2.42 1.13 -3.33
H 4.14 0.57 -4.92
H 5.20 -1.65 -5.01
H 5.31 -4.08 -3.93
H 4.32 -5.66 -2.34
H 2.37 -5.07 -0.98
O -2.68 7.56 7.41
S -1.59 6.60 7.48
O -2.00 5.22 7.55
O -0.50 6.96 8.37
C -0.82 6.76 5.82
N -0.46 7.97 5.39
C 0.09 8.02 4.19
C 0.26 6.90 3.39
C -0.17 5.69 3.91
N -0.69 5.63 5.15
C -0.21 4.41 3.18
C 0.55 4.10 2.05
C 0.35 2.90 1.40
N -0.57 2.00 1.76
C -1.31 2.31 2.84
C -1.14 3.45 3.59
H 0.39 9.00 3.85
H 0.67 6.98 2.39
H 1.30 4.78 1.68
H 0.95 2.66 0.53
H -2.09 1.62 3.12
H -1.75 3.63 4.46
Cl -5.31 1.17 -0.77
C -4.67 2.39 0.29
C -5.60 3.08 1.05
C -5.18 4.13 1.86
C -3.85 4.52 1.83
C -2.94 3.81 1.06
C -3.30 2.67 0.32
C -2.25 1.90 -0.41
H -6.64 2.81 1.00
H -5.90 4.67 2.46
H -3.52 5.36 2.41
H -1.92 4.15 1.00
H -1.43 2.58 -0.66
H -2.68 1.50 -1.32